Entry 1:
Molecular formula: C5H7NO2S2
Method: DFT, wB97M-V/def2-TZVPD

Geometry (Å):
C: -2.234 -0.549 -0.120
C: -0.795 -0.054 -0.101
N: -0.294 0.784 -0.909
C: 1.091 0.997 -0.730
C: 1.999 0.423 -1.880
S: 1.681 0.175 0.843
C: 0.000 -0.621 0.990
S: -0.587 -0.509 2.692
O: 0.464 -0.563 3.581
O: -1.816 -1.253 2.948
H: -2.232 -1.566 -0.369
H: -2.744 -0.044 -0.887
H: -2.471 -0.436 0.901
H: 1.425 2.095 -0.582
H: 1.852 1.224 -2.658
H: 1.702 -0.585 -2.189
H: 2.960 0.481 -1.532

E_HOMO (alpha / beta)	-8.81 / -8.95	eV
SMILES string	CC1=N[C@H](C)SC1=S(=O)=O
energy relative to the best compared isomer or geometry (same formula, charge and spin)	288.98	kJ/mol
HOMO-LUMO gap (alpha / beta)	7.065 / 7.003	eV

=====

Entry 2:
Molecular formula: C35H72ClN3O6
Method: DFT, wB97M-V/def2-TZVPD

Geometry (Å):
N: -3.264 -2.849 -1.167
C: -2.266 -3.036 -0.064
C: -1.925 -1.799 0.817
N: -0.963 -1.773 1.903
C: -0.407 -3.088 2.068
C: 0.636 -3.271 3.249
C: 0.997 -1.977 4.151
C: 0.293 -2.184 5.584
C: -1.265 -1.814 5.633
Cl: -2.366 -3.061 4.828
C: 1.321 -4.603 3.611
C: 0.940 -5.871 2.770
C: -0.067 -5.710 1.595
C: -0.766 -4.338 1.225
N: -1.692 -4.324 0.122
H: -4.178 -2.721 -0.707
H: -3.013 -1.930 -1.585
H: -2.483 -0.817 0.586
H: 0.762 -0.986 3.637
H: 2.139 -2.054 4.339
H: 0.441 -3.286 5.875
H: 0.829 -1.508 6.347
H: -1.512 -0.753 5.260
H: -1.564 -1.817 6.753
H: 2.076 -4.647 4.475
H: 1.432 -6.858 3.070
H: -0.347 -6.636 0.989
C: -1.012 2.440 1.405
C: -2.062 2.257 2.489
O: -2.443 3.473 3.116
C: -3.024 4.462 2.277
C: -4.309 4.010 1.607
H: -0.140 2.971 1.799
H: -0.692 1.468 1.021
H: -1.397 3.025 0.566
H: -1.645 1.619 3.273
H: -2.942 1.734 2.101
H: -2.294 4.807 1.537
H: -3.244 5.319 2.918
H: -4.133 3.189 0.909
H: -4.757 4.834 1.046
H: -5.029 3.658 2.351
C: -5.123 4.430 -4.569
C: -5.495 4.689 -3.120
O: -4.508 4.256 -2.194
C: -3.227 4.862 -2.302
C: -3.248 6.366 -2.090
H: -4.879 3.374 -4.721
H: -5.950 4.699 -5.230
H: -4.249 5.012 -4.871
H: -6.405 4.130 -2.887
H: -5.731 5.746 -2.957
H: -2.765 4.606 -3.261
H: -2.603 4.408 -1.526
H: -3.812 6.876 -2.874
H: -2.231 6.767 -2.097
H: -3.719 6.614 -1.135
C: -1.098 7.868 -8.171
C: -1.296 6.892 -7.024
O: -2.540 6.208 -7.069
C: -2.779 5.399 -8.213
C: -1.772 4.275 -8.383
H: -1.932 8.574 -8.224
H: -0.169 8.429 -8.039
H: -1.045 7.354 -9.134
H: -1.283 7.449 -6.084
H: -0.470 6.175 -6.970
H: -2.830 6.020 -9.113
H: -3.773 4.963 -8.081
H: -0.768 4.658 -8.576
H: -2.053 3.634 -9.223
H: -1.720 3.665 -7.477
C: 1.120 1.371 -11.967
C: 1.410 2.564 -11.073
O: 1.218 2.298 -9.691
C: 2.028 1.277 -9.122
C: 3.516 1.567 -9.205
H: 0.115 0.984 -11.778
H: 1.197 1.655 -13.019
H: 1.822 0.553 -11.789
H: 0.720 3.371 -11.332
H: 2.419 2.952 -11.249
H: 1.790 0.309 -9.574
H: 1.742 1.207 -8.070
H: 3.866 1.591 -10.239
H: 4.085 0.796 -8.678
H: 3.744 2.540 -8.760
C: 6.826 -3.673 6.814
C: 5.828 -4.774 6.496
O: 4.806 -4.372 5.596
C: 5.222 -3.949 4.304
C: 5.953 -5.025 3.519
H: 6.311 -2.781 7.179
H: 7.534 -4.008 7.575
H: 7.398 -3.380 5.930
H: 5.328 -5.069 7.422
H: 6.335 -5.669 6.120
H: 5.826 -3.039 4.379
H: 4.314 -3.675 3.762
H: 6.900 -5.295 3.991
H: 6.170 -4.676 2.507
H: 5.348 -5.934 3.458
C: 0.903 -6.076 10.955
C: 0.334 -6.135 9.548
O: 1.027 -5.313 8.619
C: 2.402 -5.609 8.414
C: 2.647 -7.007 7.873
H: 0.951 -5.042 11.307
H: 0.281 -6.654 11.642
H: 1.917 -6.482 10.997
H: -0.697 -5.773 9.572
H: 0.291 -7.167 9.183
H: 2.969 -5.438 9.335
H: 2.769 -4.882 7.685
H: 2.349 -7.775 8.590
H: 3.707 -7.150 7.651
H: 2.070 -7.172 6.959

E_HOMO	-8.10	eV
SMILES string	Nc1cnc2c(CCCCl)cccc2n1.CCOCC.CCOCC.CCOCC.CCOCC.CCOCC.CCOCC
HOMO-LUMO gap	7.464	eV

=====

Entry 3:
Molecular formula: C14H30F6KO12P2
Method: DFT, wB97M-V/def2-TZVPD

Geometry (Å):
K: -31.146 -20.215 3.041
C: -33.855 -22.464 4.011
O: -34.130 -22.935 5.345
O: -33.622 -21.081 4.078
C: -32.884 -23.451 3.113
F: -33.369 -24.556 2.738
F: -32.622 -22.867 1.972
F: -31.690 -23.708 3.661
C: -34.990 -24.086 5.507
C: -34.700 -24.706 6.855
H: -35.255 -24.142 7.604
H: -35.115 -25.705 6.986
H: -33.627 -24.816 7.010
H: -34.688 -24.845 4.786
H: -35.962 -23.805 5.101
H: -34.859 -22.362 3.598
C: -31.473 -16.918 1.540
O: -30.218 -17.640 1.616
O: -32.344 -17.698 2.388
C: -31.352 -15.338 1.524
F: -32.177 -14.759 2.306
F: -30.045 -15.014 1.781
F: -31.689 -14.834 0.368
C: -29.500 -17.872 0.418
C: -28.166 -18.543 0.722
H: -28.154 -19.479 1.281
H: -27.607 -18.577 -0.213
H: -27.509 -17.928 1.337
H: -29.154 -16.928 -0.002
H: -30.172 -18.392 -0.265
H: -31.955 -17.196 0.602
C: -27.273 -22.460 1.721
O: -27.532 -23.480 2.626
P: -28.182 -22.982 4.098
O: -29.196 -21.951 3.902
O: -28.558 -24.288 5.057
C: -28.819 -24.078 6.431
O: -26.870 -22.517 4.838
C: -26.338 -21.235 5.085
H: -27.279 -22.869 0.711
H: -26.246 -22.108 1.626
H: -27.989 -21.638 1.718
H: -28.754 -23.042 6.765
H: -27.992 -24.648 6.855
H: -29.747 -24.483 6.832
H: -26.925 -20.383 4.742
H: -25.363 -21.200 4.600
H: -26.158 -21.112 6.153
C: -30.707 -21.565 0.169
O: -30.194 -22.812 0.544
P: -30.056 -23.916 -0.659
O: -29.709 -23.332 -1.995
O: -28.991 -25.012 -0.075
C: -29.270 -25.531 1.177
O: -31.445 -24.702 -0.718
C: -31.756 -25.839 -1.514
H: -29.885 -20.849 0.184
H: -31.513 -21.329 0.863
H: -31.220 -21.597 -0.792
H: -29.633 -26.558 1.189
H: -30.061 -25.036 1.740
H: -28.312 -25.655 1.682
H: -30.924 -26.272 -2.069
H: -32.594 -25.611 -2.172
H: -32.117 -26.676 -0.917

E_HOMO	-3.90	eV
energy relative to the best compared isomer or geometry (same formula, charge and spin)	118.40	kJ/mol
HOMO-LUMO gap	5.994	eV
total charge	-1

=====

Entry 4:
Molecular formula: C9H25N7PPb
Method: DFT, wB97M-V/def2-TZVPD

Geometry (Å):
Pb: 0.175 -0.373 0.016
N: 0.577 2.110 0.169
C: 1.179 2.595 1.426
C: 0.843 1.659 2.588
N: 1.237 0.272 2.344
C: 2.655 -0.078 2.374
C: 3.368 0.114 1.025
N: 2.664 -0.586 -0.054
H: -0.312 2.578 0.010
H: 1.168 2.350 -0.624
H: 2.255 2.686 1.307
H: 0.807 3.585 1.690
H: 1.323 2.055 3.488
H: -0.236 1.670 2.758
H: 0.712 -0.344 2.955
H: 3.197 0.525 3.108
H: 2.742 -1.125 2.669
H: 3.441 1.166 0.767
H: 4.385 -0.262 1.152
H: 2.937 -0.213 -0.963
H: 2.914 -1.572 -0.059
N: 0.131 -0.136 -2.142
C: 0.445 -0.276 -3.298
N: 0.796 -0.298 -4.450
C: 0.716 -0.814 -5.646
N: 0.658 -1.275 -6.703
C: -3.404 -1.290 1.020
P: -2.679 -0.305 -0.306
C: -3.190 1.417 -0.135
C: -3.241 -0.925 -1.898
H: -4.494 -1.235 0.920
H: -3.128 -0.899 1.999
H: -3.109 -2.337 0.944
H: -4.285 1.436 -0.184
H: -2.803 2.020 -0.958
H: -2.886 1.837 0.824
H: -4.338 -0.918 -1.864
H: -2.909 -1.947 -2.082
H: -2.906 -0.279 -2.709
N: 0.600 -2.861 -0.315
H: 1.128 -3.006 -1.176
H: -0.258 -3.401 -0.417
H: 1.124 -3.317 0.432

E_HOMO	-17.71	eV
energy relative to the best compared isomer or geometry (same formula, charge and spin)	95.18	kJ/mol
HOMO-LUMO gap	4.302	eV
total charge	+3

=====

Entry 5:
Molecular formula: C30H40N2OP
Method: DFT, wB97M-V/def2-TZVPD

Geometry (Å):
C: 5.643 -3.032 8.672
C: 4.624 -3.104 7.718
C: 3.777 -2.016 7.494
C: 3.982 -0.852 8.237
O: 3.177 0.264 7.970
C: 1.867 0.290 8.444
C: 1.626 0.570 9.793
C: 0.316 0.494 10.250
C: -0.717 0.115 9.372
C: -2.074 -0.137 9.963
C: -3.078 -1.054 9.287
C: -4.408 -0.976 9.738
C: -5.401 -1.760 9.145
C: -5.050 -2.681 8.140
C: -3.714 -2.804 7.733
C: -2.726 -1.996 8.311
C: -0.471 -0.019 8.005
C: 0.833 0.050 7.541
C: 5.020 -0.737 9.163
C: 5.829 -1.851 9.394
H: 6.287 -3.897 8.840
H: 4.471 -4.012 7.137
H: 2.965 -2.033 6.763
H: 2.464 0.790 10.451
H: 0.101 0.641 11.317
H: -1.916 -0.480 11.006
H: -4.650 -0.295 10.563
H: -6.435 -1.681 9.504
H: -5.809 -3.361 7.747
H: -3.417 -3.541 6.985
H: -1.688 -2.098 7.979
H: -1.270 -0.260 7.299
H: 1.068 -0.104 6.495
H: 5.149 0.204 9.693
H: 6.610 -1.790 10.148
C: -7.393 4.160 10.811
C: -5.921 4.350 11.117
C: -5.292 5.178 9.994
C: -5.750 5.031 12.479
N: -5.202 3.060 11.133
C: -5.779 1.903 11.884
C: -5.331 1.828 13.328
C: -3.841 2.007 13.578
N: -3.141 2.883 12.650
C: -1.877 3.457 13.138
C: -2.178 4.604 14.098
C: -1.033 3.986 11.976
C: -1.099 2.396 13.899
P: -3.600 3.425 11.161
H: -2.490 0.855 10.011
H: -7.900 3.691 11.657
H: -7.817 5.161 10.655
H: -7.532 3.561 9.903
H: -4.223 5.392 10.198
H: -5.341 4.617 9.048
H: -5.792 6.150 9.917
H: -4.688 5.141 12.759
H: -6.174 6.041 12.393
H: -6.256 4.443 13.265
H: -6.876 1.981 11.845
H: -5.460 0.997 11.343
H: -5.894 2.567 13.913
H: -5.616 0.852 13.733
H: -3.745 2.453 14.576
H: -3.331 1.025 13.617
H: -2.799 4.262 14.942
H: -1.210 4.953 14.484
H: -2.657 5.450 13.582
H: -0.727 3.182 11.286
H: -1.574 4.769 11.413
H: -0.132 4.454 12.396
H: -0.910 1.516 13.267
H: -0.131 2.828 14.192
H: -1.612 2.090 14.821

E_HOMO	-10.62	eV
energy relative to the best compared isomer or geometry (same formula, charge and spin)	0.00	kJ/mol
HOMO-LUMO gap	6.165	eV
total charge	+1

=====

Entry 6:
Molecular formula: C5H15NO
Method: DFT, wB97M-V/def2-TZVPD

Geometry (Å):
C: -0.457 2.645 -1.565
N: -0.447 1.611 -0.498
C: 0.223 0.378 -0.764
C: -0.608 -0.885 -0.257
C: -0.722 -0.830 1.278
C: 0.241 -2.059 -0.682
H: -0.499 2.155 -2.545
H: -1.359 3.255 -1.516
H: 0.310 3.356 -1.336
H: -1.393 1.521 -0.161
H: 0.475 0.162 -1.802
H: 1.184 0.340 -0.219
H: -1.599 -0.800 -0.690
H: -0.608 -1.788 1.726
H: -0.152 -0.024 1.761
H: -1.668 -0.368 1.590
H: -0.327 -2.939 -1.006
H: 0.753 -1.820 -1.623
H: 0.974 -2.355 0.070
O: 2.250 -0.688 2.920
H: 2.118 -0.059 2.196
H: 1.310 -0.806 3.125

E_HOMO	-8.71	eV
SMILES string	CNCC(C)C.O
energy relative to the best compared isomer or geometry (same formula, charge and spin)	155.64	kJ/mol
HOMO-LUMO gap	9.667	eV

=====

no.,strongest force on any atom (eV/A),E (eV)
1,5.780,-32550.5135
2,6.264,-66732.3643
3,5.514,-90784.4237
4,1.405,-34676.0594
5,2.009,-46068.8808
6,2.684,-8964.7455